(i)
DFT (ωB97M-V/def2-TZVPD) results for 2 unconnected molecules or ions with the total composition CH2Cl3P.

The geometry in ORCA input format:
```
! wB97M-V def2-TZVPD RIJCOSX def2/J DEFGRID3
* xyz 0 1
C -1.120 0.012 -0.101
P 1.777 -0.806 0.031
Cl -0.973 1.702 0.282
Cl -1.581 -0.280 -1.737
Cl -2.024 -0.876 1.065
H 1.915 -0.077 1.211
H 2.005 0.326 -0.751
*
```

Computed properties:
**Gap between HOMO and LUMO (alpha / beta)**: 7.785 / 7.652 eV

=====

(ii)
DFT (ωB97M-V/def2-TZVPD) results for 2 unconnected molecules or ions with the total composition CH2Cl3P.

The geometry in ORCA input format:
```
! wB97M-V def2-TZVPD RIJCOSX def2/J DEFGRID3
* xyz 0 1
C 1.318 0.252 0.443
P -1.949 -0.538 -0.130
Cl 1.256 1.398 1.720
Cl 1.986 -1.291 0.920
Cl 1.813 0.772 -1.134
H -1.155 -0.533 -1.261
H -3.269 -0.059 -0.558
*
```

Computed properties:
**Gap between HOMO and LUMO (alpha / beta)**: 7.553 / 7.960 eV

=====

Stability ranking, top and bottom: (i) is the most stable and (ii) is the least stable.

=====

(i)
DFT (ωB97M-V/def2-TZVPD) results for 2 unconnected molecules or ions with the total composition H5NOSSi.

The geometry in ORCA input format:
```
! wB97M-V def2-TZVPD RIJCOSX def2/J DEFGRID3
* xyz 0 1
N -0.536 -0.672 -1.395
O -1.510 0.438 0.699
Si -0.004 0.081 0.071
S 1.320 -1.042 1.343
H -0.870 0.059 -2.017
H 0.212 -1.250 -1.706
H -1.617 0.479 1.677
H 0.976 1.939 -0.716
H 2.029 -0.033 2.044
*
```

Computed properties:
**Gap between HOMO and LUMO**: 9.334 eV

=====

(ii)
DFT (ωB97M-V/def2-TZVPD) results for 2 unconnected molecules or ions with the total composition H5NOSSi.

The geometry in ORCA input format:
```
! wB97M-V def2-TZVPD RIJCOSX def2/J DEFGRID3
* xyz 0 1
N -0.849 -0.542 -0.445
O 2.409 -1.260 -0.644
Si 3.189 -0.321 0.232
S 2.345 1.580 0.712
H -1.059 -1.628 -0.388
H -1.636 -0.308 -1.185
H 0.047 -0.311 -0.927
H 4.426 -0.392 0.851
H 1.753 1.661 -0.455
*
```

Computed properties:
**SMILES**: O=[SiH]S.N
**Gap between HOMO and LUMO**: 9.641 eV

=====

Stability ranking, top and bottom: (i) is the most stable and (ii) is the least stable.

=====

(i)
DFT (ωB97M-V/def2-TZVPD) results for a single C4H10ClN molecule.

The geometry in ORCA input format:
```
! wB97M-V def2-TZVPD RIJCOSX def2/J DEFGRID3
* xyz 0 1
C -0.953 -1.735 0.061
C 0.835 1.589 -0.638
C -0.668 -0.421 -0.617
C 0.515 0.304 0.101
N 0.197 0.665 1.395
Cl 2.047 -0.670 -0.033
H -0.365 -2.594 -0.378
H -1.883 -2.050 -0.290
H -1.095 -1.549 1.122
H 1.694 2.029 -0.261
H 1.102 1.255 -1.718
H 0.042 2.319 -0.494
H -1.534 0.208 -0.427
H -0.549 -0.478 -1.731
H -0.169 -0.107 1.963
H 0.784 1.235 1.943
*
```

Computed properties:
**SMILES**: CC[C@@](C)(N)Cl
**Gap between HOMO and LUMO**: 10.616 eV

=====

(ii)
DFT (ωB97M-V/def2-TZVPD) results for a single C4H10ClN molecule.

The geometry in ORCA input format:
```
! wB97M-V def2-TZVPD RIJCOSX def2/J DEFGRID3
* xyz 0 1
C 0.863 -1.740 -0.189
C -0.881 -0.069 -0.245
C -2.172 -0.718 0.359
C -0.267 0.743 0.851
H 1.039 -1.254 0.839
H 0.656 -2.864 -0.002
H 1.851 -1.805 -0.689
H 0.413 -0.512 -1.707
H -1.257 0.614 -0.946
H -2.616 -1.487 -0.306
H -1.953 -1.166 1.315
H -3.010 0.050 0.481
H -0.868 1.590 1.192
H 0.103 0.126 1.694
N -0.103 -1.026 -1.011
Cl 1.242 1.447 0.032
*
```

Computed properties:
**SMILES**: CN[C@@H](C)CCl
**Gap between HOMO and LUMO**: 10.194 eV

=====

Stability ranking, top and bottom: (i) is the most stable and (ii) is the least stable.

=====

(i)
DFT (ωB97M-V/def2-TZVPD) results for a molecular structure, C4H10ClN.

The geometry in ORCA input format:
```
! wB97M-V def2-TZVPD RIJCOSX def2/J DEFGRID3
* xyz 0 1
C 2.262 -1.051 -0.066
C 0.232 0.351 -0.768
C -1.054 0.921 -0.097
C -1.955 0.115 0.625
H 2.846 -1.509 0.802
H 2.771 -0.016 -0.635
H 2.071 -1.876 -0.736
H 0.820 0.151 1.526
H -0.013 -0.401 -1.592
H 0.826 1.380 -1.151
H -0.676 1.752 0.409
H -1.701 1.543 -0.737
H -2.808 0.587 1.309
H -1.265 -0.589 1.083
N 0.826 -0.467 0.307
Cl -3.182 -0.891 -0.280
*
```

Computed properties:
**Gap between HOMO and LUMO**: 9.785 eV

=====

(ii)
DFT (ωB97M-V/def2-TZVPD) results for a single C4H10ClN molecule.

The geometry in ORCA input format:
```
! wB97M-V def2-TZVPD RIJCOSX def2/J DEFGRID3
* xyz 0 1
C -0.013 -1.501 -1.659
C 0.806 -0.314 -1.219
C -0.038 0.832 -0.449
C 0.135 0.607 1.031
H -0.846 -1.740 -1.169
H 0.617 -2.295 -1.785
H -0.395 -1.301 -2.704
H 1.746 -0.499 -0.634
H 1.232 0.263 -2.103
H -1.129 0.881 -0.541
H 0.012 2.506 -1.710
H 1.459 2.014 -1.216
H 1.194 0.360 1.304
H -0.200 1.487 1.602
N 0.507 2.050 -0.878
Cl -0.740 -0.810 1.699
*
```

Computed properties:
**SMILES**: CC[C@H](N)CCl
**Gap between HOMO and LUMO**: 10.184 eV

=====

Stability ranking, top and bottom: (ii) is the most stable and (i) is the least stable.

=====

(i)
DFT (ωB97M-V/def2-TZVPD) results for 11 unconnected molecules or ions with the total composition BF4H20O10.

The geometry in ORCA input format:
```
! wB97M-V def2-TZVPD RIJCOSX def2/J DEFGRID3
* xyz -1 1
B 0.509 -0.254 -0.360
F 1.479 -0.899 -1.162
F 1.055 0.938 0.121
F -0.668 -0.005 -1.087
F 0.189 -1.070 0.702
O -2.041 -2.625 -0.265
H -2.991 -2.678 -0.413
H -1.808 -1.715 -0.488
O 1.611 1.591 -2.530
H 1.350 1.133 -1.703
H 2.179 0.953 -2.968
O -0.948 -3.718 2.043
H -0.008 -3.732 1.832
H -1.380 -3.513 1.193
O -1.973 2.767 0.050
H -1.542 2.032 0.503
H -2.532 3.169 0.721
O 1.733 -3.418 0.404
H 1.712 -3.975 -0.379
H 1.290 -2.599 0.128
O -0.676 -0.527 -3.639
H -0.748 -0.315 -2.686
H 0.238 -0.337 -3.857
O -2.061 -1.535 3.323
H -1.775 -0.774 2.806
H -1.682 -2.308 2.856
O 0.481 3.725 -1.250
H -0.293 3.253 -0.908
H 0.833 3.163 -1.968
O 0.099 1.224 2.640
H 0.426 0.946 1.767
H 0.455 0.573 3.251
O 2.595 3.864 0.584
H 1.835 3.629 0.014
H 3.056 3.034 0.725
*
```

Computed properties:
**Gap between HOMO and LUMO**: 10.475 eV

=====

(ii)
DFT (ωB97M-V/def2-TZVPD) results for 11 unconnected molecules or ions with the total composition BF4H20O10.

The geometry in ORCA input format:
```
! wB97M-V def2-TZVPD RIJCOSX def2/J DEFGRID3
* xyz -1 1
B -0.083 0.682 0.167
F 0.921 1.597 -0.155
F -1.280 1.146 -0.438
F 0.150 -0.641 -0.136
F -0.158 0.758 1.528
O -2.781 -0.763 1.848
H -1.985 -0.433 1.430
H -3.088 -1.458 1.266
O -0.061 -3.956 -0.665
H -0.361 -4.542 0.029
H -0.786 -3.344 -0.793
O -4.101 0.081 -0.978
H -3.228 0.403 -0.755
H -4.022 -0.872 -0.939
O 2.000 -1.185 2.153
H 1.691 -0.917 1.288
H 2.834 -1.624 1.985
O 3.572 -0.174 -0.762
H 2.719 0.112 -0.435
H 3.387 -0.540 -1.627
O 0.672 2.644 2.946
H 1.484 2.156 3.086
H 0.192 2.130 2.297
O 2.790 4.100 1.016
H 2.075 3.471 0.924
H 2.449 4.766 1.613
O -2.986 -2.396 -0.455
H -2.944 -3.229 -0.925
H -2.345 -1.839 -0.896
O -0.974 -1.535 -2.157
H -0.646 -1.031 -2.902
H -0.418 -1.270 -1.425
O 1.825 2.952 -2.336
H 1.630 2.310 -1.653
H 1.858 2.441 -3.144
*
```

Computed properties:
**Gap between HOMO and LUMO**: 10.104 eV

=====

Stability ranking, top and bottom: (i) is the most stable and (ii) is the least stable.